1.
A cluster of 2 separate species, H3NOP in total at a distorted geometry, computed with the ωB97M-V functional and the def2-TZVPD basis.

Each line ends with the natural charge from an NBO analysis.
Element x y z (Å)
N  -0.556070  0.511414  2.071055  -0.704
O  -0.413306  0.671641  -1.948085  -1.194
P  -0.232694  0.136502  -0.609311  1.039
H  0.088389  -0.286080  1.983524  0.227
H  1.211247  0.321676  -0.437247  -0.180
H  -0.097566  -1.355152  -1.059936  -0.189

Atomic forces in eV per Å
-0.139 0.013 -1.191
-1.639 2.615 -3.535
2.004 -2.930 2.727
0.107 -0.158 0.010
-0.222 -0.294 0.622
-0.112 0.755 1.368

Properties
- energy (eV) = -12871.18088
- max |F| (eV Å⁻¹) = 4.7
- orbital gap (alpha / beta) (eV) = 6.82 / 7.45
- charge = -1

2.
A cluster of 2 separate species, C3H7N in total at a distorted geometry, computed with the ωB97M-V functional and the def2-TZVPD basis.

Each line ends with the natural charge from an NBO analysis.
Element x y z (Å)
C  3.139093  1.589318  -2.534932  -0.383
C  3.527646  0.653238  -1.665644  -0.385
H  2.576951  1.221365  -3.387360  0.193
H  3.566978  2.577955  -2.628167  0.190
H  2.797145  -0.141619  -1.554188  0.191
H  4.278557  0.736547  -0.895876  0.194
C  -4.204407  -1.032106  2.433768  -0.035
N  -3.695464  -1.898636  3.205001  -0.603
H  -4.398366  -1.092131  1.360530  0.150
H  -4.590885  -0.155162  2.958401  0.154
H  -2.997247  -2.458769  2.708467  0.335

Atomic forces in eV per Å
1.218 -0.700 -0.467
-1.397 0.668 0.315
-0.824 0.487 0.343
0.281 -0.044 -0.004
0.721 -0.772 -0.307
0.000 0.360 0.120
-0.775 0.144 1.030
1.654 0.902 -0.331
0.826 0.054 -0.173
-0.723 -0.103 -0.320
-0.983 -0.997 -0.206

Properties
- energy (eV) = -4711.97595
- max |F| (eV Å⁻¹) = 1.9
- orbital gap (eV) = 11.13

3.
A structure of composition C18H18AlCl6N3O5S2, computed with the ωB97M-V functional and the def2-TZVPD basis.

Each line ends with the natural charge from an NBO analysis.
Element x y z (Å)
Al  -0.031236  1.016869  0.477329  1.851
Cl  3.282058  -2.876255  5.870962  0.056
C  2.634878  -2.017728  4.527548  -0.116
C  1.650272  -2.599678  3.730058  -0.065
Cl  1.073959  -4.178308  4.087331  0.064
C  1.133274  -1.907440  2.643774  -0.137
Cl  -0.110019  -2.579532  1.657121  0.060
C  1.593535  -0.623716  2.313703  0.396
O  1.149995  0.000695  1.257531  -0.919
C  2.578967  -0.053653  3.131271  -0.152
Cl  3.134933  1.525820  2.717173  0.043
C  3.092836  -0.737265  4.224866  -0.055
Cl  4.303822  -0.002622  5.198772  0.060
C  -1.997825  -0.998661  -4.040769  -0.586
C  -2.821056  -0.461310  -2.863224  -0.184
C  -3.704047  -1.576957  -2.288361  -0.585
C  -3.700170  0.705103  -3.333849  -0.586
C  -1.915687  0.019903  -1.808119  0.131
C  -1.181020  0.395501  -0.920559  -0.733
H  -2.664309  -1.338159  -4.835758  0.211
H  -1.382114  -1.846226  -3.731118  0.203
H  -1.343434  -0.224627  -4.443790  0.215
H  -4.390768  -1.939198  -3.056195  0.205
H  -4.284310  -1.209604  -1.442388  0.225
H  -3.095136  -2.414022  -1.944215  0.209
H  -4.399790  0.356525  -4.096254  0.206
H  -3.089798  1.501870  -3.759887  0.212
H  -4.268346  1.117124  -2.500182  0.222
S  1.956962  1.488434  -1.280113  -0.273
C  2.261361  -0.179180  -1.298044  0.375
N  1.421751  -1.111513  -1.740318  -0.591
C  1.888898  -2.463105  -1.445280  -0.231
C  3.256354  -2.210198  -0.768539  -0.225
N  3.378503  -0.756137  -0.844815  -0.585
H  0.448127  -0.872816  -1.893449  0.459
H  1.987092  -3.046253  -2.360390  0.204
H  1.195095  -2.966520  -0.773291  0.223
H  4.072898  -2.697683  -1.299046  0.207
H  3.260412  -2.544977  0.270088  0.208
H  4.048634  -0.215090  -0.326790  0.428
O  -2.580700  2.071944  3.434504  -0.806
Cl  -2.551038  1.460989  2.151069  2.564
O  -3.438057  0.364356  2.045896  -0.780
O  -2.731374  2.415406  1.103961  -0.811
O  -1.134395  0.906387  2.005660  -0.972
S  0.349926  5.148866  2.003817  0.535
C  0.325657  5.183715  0.292554  -0.437
C  0.225316  3.928082  -0.194680  -0.011
N  0.171257  2.955847  0.776222  -0.621
C  0.223806  3.468067  1.981843  -0.095
H  0.377692  6.105847  -0.259160  0.260
H  0.176711  3.639063  -1.233034  0.252
H  0.159647  2.872022  2.878565  0.271

Atomic forces in eV per Å
-0.068 0.014 0.117
-0.003 0.007 -0.001
0.009 -0.016 0.000
0.004 -0.004 0.020
-0.003 -0.010 0.013
-0.030 0.079 -0.053
0.022 0.003 0.029
-0.134 -0.056 0.105
0.215 0.009 -0.157
-0.050 -0.023 -0.079
0.018 0.008 -0.002
0.016 -0.024 0.030
0.008 0.002 0.010
0.017 -0.007 0.019
-0.046 0.030 0.022
0.006 0.002 -0.005
0.005 0.001 0.009
0.050 -0.111 -0.031
0.064 0.057 -0.042
-0.007 -0.002 -0.006
-0.006 0.011 -0.001
0.001 -0.001 0.001
-0.003 -0.001 -0.002
-0.006 0.000 0.005
0.000 0.000 0.000
0.002 -0.002 -0.003
0.002 0.005 0.000
-0.006 0.003 0.002
0.013 -0.012 0.029
-0.025 0.052 -0.018
-0.006 -0.076 0.012
-0.010 0.007 0.039
0.010 0.005 -0.002
0.025 -0.034 -0.036
-0.021 0.032 -0.040
0.010 0.012 -0.002
0.014 -0.013 -0.039
-0.007 -0.012 0.012
0.005 0.008 0.006
-0.012 0.011 0.006
0.019 0.031 0.060
0.054 -0.006 -0.003
-0.028 -0.040 -0.010
0.011 0.023 -0.040
-0.086 -0.026 0.030
0.004 -0.002 -0.009
-0.008 -0.009 0.001
-0.024 0.025 -0.026
-0.005 0.012 0.014
-0.015 0.051 0.000
-0.002 0.007 -0.005
0.001 0.000 0.007
0.005 -0.014 0.012

Properties
- energy (eV) = -137064.96756
- max |F| (eV Å⁻¹) = 0.3
- orbital gap (eV) = 8.69

4.
A structure of composition C18H9Br2F6N3O9S2Sn, computed with the ωB97M-V functional and the def2-TZVPD basis.

Each line ends with the Mulliken charge.
Element x y z (Å)
Sn  0.278262  -0.094810  0.868964  1.177
O  -1.540041  2.729424  4.021405  -0.420
C  -0.839584  1.889215  3.291097  0.142
O  -1.311805  1.081770  2.517786  -0.504
C  0.639122  2.011496  3.502143  0.433
C  1.210300  2.895861  4.403252  -0.511
C  2.592122  2.930901  4.493129  -0.783
C  3.343203  2.096777  3.677913  -0.708
C  2.679163  1.248528  2.807508  1.172
N  1.356209  1.202701  2.734853  0.065
C  3.334770  0.303403  1.838544  0.408
O  4.640372  0.216917  1.773120  -0.429
O  2.650769  -0.394091  1.114348  -0.437
H  -2.490157  2.608028  3.844758  0.423
H  0.584648  3.535355  5.008928  0.567
H  3.080851  3.606190  5.182082  0.479
H  4.423130  2.132071  3.738218  0.249
H  5.104400  0.803731  2.387561  0.307
F  2.846820  -0.183938  -3.758456  -0.187
C  2.381257  0.982950  -3.345639  0.557
F  3.120649  1.429810  -2.339344  -0.206
F  2.384292  1.852662  -4.331975  -0.174
S  0.654048  0.723654  -2.754198  1.072
O  0.769775  -0.158749  -1.587758  -0.555
O  -0.112370  0.234262  -3.850169  -0.602
N  0.261386  2.197350  -2.312706  -0.525
S  -0.489190  2.386385  -0.975905  1.282
O  -1.792439  1.785827  -0.872044  -0.696
O  0.344059  2.052478  0.226805  -0.621
C  -0.635212  4.225711  -0.894387  0.446
F  0.558134  4.771556  -0.956144  -0.169
F  -1.208069  4.516833  0.269448  -0.176
F  -1.393068  4.633030  -1.892101  -0.174
Br  -0.716106  -6.226009  1.488981  0.073
C  -1.385405  -5.323731  0.049884  -0.110
C  -1.903371  -5.968654  -1.021907  -0.526
C  -2.409471  -5.231443  -2.120420  0.520
Br  -3.066732  -6.224536  -3.510168  0.022
C  -2.433765  -3.799510  -2.174130  0.957
C  -2.951970  -3.069264  -3.254840  -0.666
C  -2.966204  -1.696039  -3.178717  -0.932
C  -2.479643  -1.088186  -2.029167  -0.348
N  -1.950873  -1.765601  -1.001052  -0.174
C  -1.926096  -3.078182  -1.079500  0.020
C  -1.317166  -3.809268  0.091220  0.560
O  -0.782427  -3.245635  1.005256  -0.382
H  -1.936048  -7.048740  -1.059037  0.483
H  -3.340705  -3.575759  -4.127555  0.388
H  -3.348608  -1.090605  -3.987938  0.485
H  -2.511219  -0.012123  -1.921949  0.725

Atomic forces in eV per Å
-0.153 -0.099 0.150
-0.055 -0.079 -0.060
-0.137 -0.054 -0.006
0.025 0.116 0.038
-0.055 0.019 0.001
-0.003 0.021 0.035
0.005 0.026 0.013
0.051 0.012 0.021
0.097 -0.005 -0.029
-0.106 0.134 -0.096
0.210 -0.023 0.060
-0.045 0.029 0.054
-0.032 0.089 -0.261
0.073 0.020 0.019
0.008 0.000 -0.002
-0.002 -0.007 -0.002
-0.003 -0.002 0.000
-0.020 -0.054 -0.044
0.024 -0.048 -0.002
-0.058 -0.038 0.000
0.063 0.034 0.088
0.010 0.067 -0.061
-0.183 -0.045 -0.023
0.080 0.023 0.036
0.063 -0.019 0.060
0.040 -0.014 0.006
-0.008 -0.308 0.279
0.043 0.194 -0.035
0.091 0.050 -0.132
-0.230 -0.034 -0.034
0.146 0.074 -0.015
0.012 -0.018 -0.049
0.072 -0.008 0.105
0.012 -0.016 0.042
0.050 0.133 0.058
-0.057 -0.052 -0.121
0.012 0.049 -0.011
-0.006 -0.014 -0.017
-0.022 -0.104 -0.064
-0.026 -0.045 -0.039
-0.025 -0.026 -0.046
0.047 0.010 0.049
0.001 0.029 0.020
-0.003 0.011 0.110
0.061 0.013 0.042
-0.105 -0.034 -0.163
-0.001 0.006 0.007
0.015 -0.006 0.005
-0.009 -0.016 0.005
0.032 0.009 0.009

Properties
- energy (eV) = -225586.30492
- max |F| (eV Å⁻¹) = 0.4
- orbital gap (eV) = 6.25
- charge = +2

5.
An isolated molecule of C4H7ClS at a distorted geometry, computed with the ωB97M-V functional and the def2-TZVPD basis.

Each line ends with the natural charge from an NBO analysis.
Element x y z (Å)
C  0.139125  -2.229984  0.276436  -0.371
C  -0.127746  -1.044689  -0.335793  -0.071
Cl  -0.975695  -1.070174  -1.821957  0.016
C  0.137268  0.211857  0.321219  -0.415
C  0.426200  1.324482  -0.669264  -0.654
S  -1.449105  0.744982  1.062581  -0.011
H  0.748860  -1.682643  1.159661  0.214
H  -0.090875  -3.166607  0.002774  0.220
H  0.944906  0.151256  1.195882  0.252
H  1.107745  0.953809  -1.645383  0.234
H  0.779924  2.285941  -0.135044  0.227
H  -0.755197  1.690804  -1.052531  0.240
H  -0.885410  1.830967  1.641419  0.119

Atomic forces in eV per Å
2.431 8.077 2.381
-0.178 -4.429 0.264
-0.506 0.336 -0.781
1.110 2.422 1.309
-1.174 1.970 -2.777
-0.111 -0.014 1.314
-1.141 -3.447 -1.043
-0.503 -3.146 -0.704
-1.670 -0.138 -2.063
-1.680 1.323 2.811
-0.063 -1.680 -1.046
3.825 -1.114 0.479
-0.338 -0.162 -0.143

Properties
- energy (eV) = -27616.20012
- max |F| (eV Å⁻¹) = 8.8
- orbital gap (eV) = 9.72

6.
A structure of composition C20H28F3O5STi at a distorted geometry, computed with the ωB97M-V functional and the def2-TZVPD basis.

Each line ends with the Mulliken spin population.
Element x y z (Å)
O  -0.254495  0.551426  0.419128  0.036
C  0.738505  0.004626  -0.499172  0.016
C  0.245405  0.911526  -1.618172  0.000
H  0.582705  -1.060874  -0.634372  0.001
H  1.746305  0.170326  -0.132872  0.006
C  -0.899495  1.322826  -0.679572  -0.002
H  -0.061995  0.415326  -2.534172  -0.002
H  0.921705  1.727726  -1.857672  0.000
C  -2.227095  0.701626  -1.040672  0.005
H  -2.152695  -0.383274  -1.059472  -0.003
H  -2.532195  1.039226  -2.030972  -0.001
H  -3.006495  0.978426  -0.336672  0.003
C  -1.006795  2.786426  -0.350172  0.031
H  -0.028595  3.237326  -0.211672  0.000
H  -1.582795  2.938426  0.559428  -0.007
H  -1.510695  3.308626  -1.162872  0.000
Ti  -0.174395  0.502226  2.645728  1.510
C  0.698005  2.049826  4.192628  0.025
C  1.626405  0.995826  4.076728  0.027
C  2.175605  1.055226  2.776228  -0.083
H  1.873005  0.269826  4.831928  0.005
C  1.575205  2.122826  2.097028  0.208
C  0.639505  2.731526  2.955928  -0.013
H  0.011005  3.574326  2.722428  -0.001
H  0.128905  2.289126  5.072628  -0.001
H  2.879905  0.355726  2.365828  -0.006
H  1.759005  2.394226  1.072128  -0.008
C  -1.642095  0.043426  4.498528  0.041
C  -2.098995  1.218726  3.856828  -0.048
C  -2.502695  0.879526  2.555128  0.079
H  -2.126295  2.206426  4.282328  -0.014
C  -2.295995  -0.512374  2.392228  0.020
C  -1.782295  -1.021774  3.598728  0.006
H  -1.464995  -2.034374  3.764828  0.014
H  -1.234595  -0.020274  5.493428  0.021
H  -2.920295  1.558626  1.833328  -0.013
H  -2.447695  -1.080774  1.492328  0.013
O  0.534605  -1.167374  -4.769172  0.000
C  0.081805  -0.057574  -5.553072  0.001
C  0.239005  -0.467474  -7.008672  0.000
H  0.693705  0.822426  -5.324972  0.000
H  -0.949195  0.167826  -5.278472  -0.001
C  1.448305  -1.391874  -6.939372  0.000
H  0.381205  0.383426  -7.672172  0.000
H  -0.639495  -1.017474  -7.347472  0.000
C  1.218405  -2.100474  -5.613772  0.000
H  2.369305  -0.808974  -6.905972  0.000
H  1.515605  -2.081574  -7.778372  0.000
H  2.143405  -2.404974  -5.122872  0.000
H  0.596305  -2.992474  -5.748072  0.000
F  -0.264895  -4.397474  3.814928  0.001
C  0.897205  -4.089574  3.133928  0.022
F  1.949105  -4.803874  3.674828  0.003
F  0.752705  -4.430274  1.802928  -0.001
S  1.236205  -2.309374  3.265428  0.069
O  0.789605  -1.773374  4.630628  0.006
O  2.747905  -2.043274  3.309828  0.009
O  0.611705  -1.263774  2.023028  0.021

Atomic forces in eV per Å
-0.005 0.347 -1.466
-0.242 0.180 0.237
-0.054 -0.012 -0.258
-0.056 -0.125 -0.049
0.104 0.062 0.093
0.540 -0.405 0.359
-0.004 -0.079 -0.104
0.068 0.095 0.002
-0.118 -0.015 -0.033
0.064 -0.096 -0.008
-0.027 0.078 -0.123
-0.067 -0.004 0.159
-0.019 0.120 -0.004
0.129 -0.004 0.072
-0.050 -0.048 0.126
-0.074 0.051 -0.141
-1.006 -0.873 1.345
0.622 0.659 0.146
0.439 0.420 0.266
0.010 0.201 -0.033
-0.009 0.026 -0.015
0.743 0.439 -0.443
-0.138 0.114 0.374
-0.073 0.122 -0.020
-0.116 -0.028 0.069
0.085 -0.134 -0.026
0.047 0.056 -0.162
-0.235 0.368 0.313
-0.303 -0.253 0.345
-0.353 -0.056 -0.181
0.043 0.104 0.042
-0.393 -0.020 -0.127
-0.238 0.140 -0.342
-0.083 -0.017 0.079
0.064 -0.014 0.043
-0.085 0.090 -0.120
-0.078 -0.069 -0.157
0.023 0.028 -0.270
0.023 0.003 0.149
-0.042 0.012 -0.058
0.021 -0.031 0.026
-0.016 -0.023 0.023
0.057 0.003 -0.035
0.007 0.046 -0.007
-0.046 -0.045 0.000
-0.034 -0.030 0.149
0.038 0.039 0.023
-0.003 -0.046 -0.025
-0.007 0.026 0.027
-0.032 0.030 0.020
1.896 0.184 -1.249
-0.405 -1.938 -0.186
-1.944 0.907 -0.946
0.179 0.162 2.071
3.587 9.655 2.551
-0.421 -3.116 -3.374
-3.397 -2.471 -1.570
1.388 -4.818 2.421

Properties
- multiplicity = 3
- energy (eV) = -73532.53928
- max |F| (eV Å⁻¹) = 10.6
- orbital gap (alpha / beta) (eV) = 2.93 / 6.39
- charge = -1

Among the records above, which one has the lowest max |F|?
C18H18AlCl6N3O5S2

Among the records above, which one has the lowest energy?
C18H9Br2F6N3O9S2Sn